[1]
Below is 12 unconnected molecules or ions with the total composition C33H52Br2N4O15 at a distorted geometry, with properties calculated with ωB97M-V with the def2-TZVPD basis set.

The total charge is 0. The multiplicity is 1. Its total energy is -211808.1617 eV. The SMILES is O=[N+]([O-])c1ccccc1.O=[N+]([O-])c1ccccc1.O=[N+]([O-])c1ccccc1.O=[N+]([O-])c1ccccc1.BrCCBr.CO.CO.CO.CO.CO.CO.CO. The HOMO-LUMO gap is 9.02 eV.

```
106
Properties=species:S:1:pos:R:3:lowdin_charge:R:1
Br 17.60490 13.89866 9.03543 0.59
C 17.00926 15.77401 8.66075 -0.68
C 16.27600 16.19621 9.85835 -0.67
Br 15.87571 18.16115 9.61430 0.62
H 16.48826 15.80123 7.71238 0.06
H 17.89820 16.36978 8.53345 0.05
H 16.97937 16.20451 10.69980 0.06
H 15.37524 15.63557 10.08996 0.04
C 7.65545 16.53482 11.70898 -0.15
O 8.25955 15.24306 11.68530 -0.12
H 7.91776 16.99391 12.65539 0.04
H 7.96421 17.18881 10.87292 0.08
H 6.56362 16.46397 11.66081 0.08
H 7.74791 14.66718 11.10014 0.09
C 10.62914 18.98570 17.24570 -0.13
O 11.44094 20.08807 17.63732 -0.13
H 11.30872 18.13950 17.06134 0.07
H 10.01717 18.65562 18.10040 0.08
H 10.06966 19.29740 16.38901 0.05
H 11.26889 20.89902 17.16463 0.07
C 12.83677 14.39996 7.98481 -0.14
O 12.49670 15.75091 7.72150 -0.14
H 13.13387 13.79824 7.10657 0.10
H 13.60497 14.39666 8.75323 0.06
H 11.97337 13.86445 8.38042 0.08
H 12.41269 15.98065 6.78288 0.10
C 11.08848 14.43388 18.44676 -0.18
O 10.77601 13.76423 19.64381 -0.12
H 10.70539 15.44154 18.52983 0.06
H 12.16848 14.59381 18.32084 0.08
H 10.64776 13.98833 17.56593 0.06
H 11.05482 12.83961 19.62802 0.08
C 10.45150 18.65822 7.71814 -0.18
O 11.69838 18.55004 8.31907 -0.12
H 9.65565 18.43957 8.40476 0.06
H 10.36843 19.65636 7.32345 0.07
H 10.21362 18.07167 6.81032 0.08
H 12.05874 17.65483 8.36327 0.04
C 7.76139 12.68596 14.58648 -0.18
O 6.38645 12.91879 14.61734 -0.11
H 7.94180 11.66290 14.86780 0.07
H 8.23453 12.80438 13.59420 0.08
H 8.31460 13.31238 15.30603 0.06
H 6.17923 13.85945 14.59421 0.04
C 8.45702 20.52687 14.19862 -0.12
O 9.85973 20.96293 14.13226 -0.15
H 8.25428 20.22763 15.23015 0.06
H 7.78684 21.36279 13.98019 0.08
H 8.31626 19.67385 13.53089 0.06
H 9.95425 21.59961 13.41605 0.07
C 12.11728 15.93564 11.14103 -0.05
C 11.78862 17.20734 11.60976 -0.05
C 11.05411 17.31932 12.77991 0.01
C 10.69642 16.16252 13.42980 -0.18
C 10.99078 14.89586 12.96246 -0.01
C 11.73960 14.80209 11.83110 -0.07
N 9.91771 16.25341 14.63716 -0.27
O 9.36050 17.33172 14.88967 0.04
O 9.82988 15.27415 15.39592 0.05
H 12.58416 15.81654 10.16862 0.08
H 12.06858 18.04708 11.00676 0.10
H 10.85088 18.28692 13.23315 0.12
H 10.67400 14.03024 13.56099 0.13
H 12.00440 13.83087 11.42221 0.11
C 14.39996 10.97845 13.24408 -0.07
C 14.19452 11.50608 11.93803 -0.04
C 14.07014 10.59015 10.92748 -0.03
C 14.08930 9.25806 11.18871 -0.18
C 14.27311 8.70406 12.42748 0.02
C 14.44766 9.63501 13.48935 -0.06
N 13.97674 8.31780 10.06499 -0.33
O 13.77934 8.79691 8.95273 0.06
O 14.10379 7.10464 10.26462 0.06
H 14.51082 11.71851 14.05685 0.11
H 14.22002 12.57501 11.73988 0.10
H 13.84924 10.85105 9.89962 0.12
H 14.26564 7.62406 12.58329 0.12
H 14.56011 9.28465 14.51932 0.11
C 7.29871 17.16395 19.27200 -0.09
C 7.57852 16.00722 18.59130 -0.05
C 7.23363 15.90981 17.23371 0.02
C 6.67797 17.04232 16.66760 -0.18
C 6.41091 18.20818 17.31860 -0.01
C 6.70156 18.27581 18.68465 -0.05
N 6.46114 16.98403 15.23474 -0.32
O 6.52804 15.88974 14.70903 0.05
O 6.17047 18.01812 14.64650 0.07
H 7.61031 17.23489 20.31389 0.11
H 8.11160 15.17326 19.02750 0.11
H 7.38599 15.03456 16.61184 0.10
H 5.99861 19.08992 16.82092 0.13
H 6.50899 19.17771 19.25768 0.11
C 13.79398 19.68134 14.83090 -0.06
C 13.81462 18.74960 15.84401 -0.06
C 14.03880 17.39591 15.52575 0.01
C 14.29618 17.14262 14.19348 -0.13
C 14.37781 18.07049 13.15186 -0.03
C 14.12331 19.34761 13.52491 -0.07
N 14.57686 15.70563 13.83121 -0.32
O 15.03740 15.49453 12.72592 0.04
O 14.43976 14.81031 14.65079 0.06
H 13.55984 20.72162 15.03303 0.11
H 13.56136 19.05517 16.85366 0.10
H 14.18446 16.63640 16.28432 0.12
H 14.69551 17.76718 12.17233 0.05
H 14.17922 20.13952 12.80741 0.11
```

=====

[2]
Below is a molecular structure, C33H52N3O2P2Pt at a distorted geometry, with properties calculated with ωB97M-V with the def2-TZVPD basis set.

The total charge is +3. The multiplicity is 5. Its total energy is -65425.9671 eV. The calculation puts the relative energy (zero: lowest compared OMol25 entry of this formula, charge and spin) at 0.0 kJ/mol. The HOMO-LUMO gap (spin up / spin down) is 4.41 / 4.03 eV.

```
93
Properties=species:S:1:pos:R:3:lowdin_spin:R:1
C -1.94414 -1.74432 -0.67604 0.02
C 0.14825 -1.46530 -1.71134 0.01
C -2.25249 -2.79882 -1.53310 0.06
C -0.16702 -2.43072 -2.66841 0.06
C -1.36519 -3.12892 -2.55253 0.00
H -3.20283 -3.30755 -1.39274 0.00
H 0.55211 -2.62148 -3.46627 0.00
H -1.60107 -3.91898 -3.26103 0.00
N -0.73284 -1.16814 -0.72505 0.11
P -2.50132 0.51074 0.86475 0.14
P 2.09431 -0.49733 0.03198 0.16
C -2.92507 -1.21292 0.34497 0.02
H -3.95313 -1.28464 -0.04158 0.00
H -2.89031 -1.85625 1.24090 0.00
C 0.24917 1.61290 1.96872 0.09
O 0.51925 2.41484 2.76365 0.02
C 1.41672 -0.70631 -1.67329 0.16
H 2.12867 -0.96500 -2.46074 0.01
C 3.58593 0.68624 -0.21100 0.02
C 2.74928 -2.24742 0.37646 0.05
C -3.30110 1.59713 -0.46830 0.02
C -3.37691 0.65938 2.53008 0.02
C 3.18518 2.08099 0.29064 0.01
H 2.99674 2.08703 1.37085 0.00
H 4.01898 2.77080 0.08513 0.00
H 2.29442 2.46246 -0.22424 0.00
C 4.79777 0.22779 0.61183 0.00
H 4.57146 0.16714 1.68324 0.00
H 5.20174 -0.73056 0.26425 0.00
H 5.59281 0.97874 0.48574 0.00
C 4.02633 0.81825 -1.67639 0.01
H 4.93223 1.44563 -1.68669 0.00
H 4.29646 -0.13575 -2.14259 0.00
H 3.27396 1.32054 -2.29409 0.00
C 3.38414 -2.25602 1.78602 0.01
H 2.92655 -1.50245 2.44155 0.00
H 3.21901 -3.23837 2.24973 0.00
H 4.46630 -2.08974 1.75748 0.00
C 1.59506 -3.25903 0.38232 0.00
H 0.82130 -2.97201 1.10583 0.00
H 1.14417 -3.38049 -0.60861 0.00
H 1.99999 -4.23781 0.68534 0.00
C 3.76579 -2.65299 -0.72099 0.02
H 3.91336 -1.91113 -1.51476 0.00
H 4.74627 -2.87219 -0.27762 0.00
H 3.42585 -3.57568 -1.21251 0.00
C -3.24423 2.08937 3.08089 0.00
H -3.56937 2.07917 4.13239 0.00
H -2.20916 2.45526 3.05766 0.00
H -3.89040 2.80166 2.55334 0.00
C -2.70361 -0.29781 3.52524 0.00
H -2.75640 -1.34452 3.20473 0.00
H -1.65227 -0.03818 3.69094 0.00
H -3.22833 -0.21987 4.48990 0.00
C -4.86470 0.27757 2.44285 0.01
H -5.21417 0.04626 3.46007 0.00
H -5.49053 1.09972 2.07876 0.00
H -5.04860 -0.61317 1.82857 0.00
C -2.71915 1.28600 -1.85602 0.01
H -3.30922 1.82953 -2.61176 0.00
H -1.68322 1.63748 -1.93740 0.00
H -2.75744 0.21755 -2.10102 0.00
C -3.00091 3.07058 -0.15215 0.00
H -1.91955 3.25749 -0.09704 0.00
H -3.41270 3.68566 -0.96716 0.00
H -3.46724 3.40414 0.78231 0.00
C -4.81720 1.37886 -0.55755 0.01
H -5.08253 0.32794 -0.73148 0.00
H -5.35456 1.75205 0.32038 0.00
H -5.18217 1.95426 -1.42234 0.00
Pt -0.16592 0.39096 0.66569 1.16
N 0.32885 1.61805 -1.05497 0.75
C 0.84522 1.02268 -2.02708 0.09
C 0.97233 1.50689 -3.41656 0.25
C 0.81751 2.88873 -3.52890 0.10
C 1.16520 0.69512 -4.54482 0.03
C 0.92767 3.49402 -4.77626 0.04
H 0.61619 3.45869 -2.61641 0.00
C 1.25247 1.30907 -5.79604 0.11
H 1.22665 -0.38960 -4.43815 0.00
C 1.14642 2.70278 -5.91144 0.27
H 0.84077 4.57622 -4.84721 0.00
H 1.40445 0.69275 -6.68359 0.00
H 1.23001 3.17409 -6.89104 0.01
C 1.13530 -0.67389 4.58021 0.00
C 0.44312 -1.78645 3.84807 0.01
N 0.27792 -2.93062 4.54056 0.00
O 0.01524 -1.69494 2.67226 0.10
H 1.70963 -1.06242 5.43093 0.00
H 0.39356 0.04576 4.95799 0.00
H 1.80986 -0.14308 3.89794 0.00
H -0.24058 -3.68369 4.10998 0.00
H 0.59963 -3.02044 5.49319 0.00
```

=====

[3]
Below is a molecular structure, C33H52O11 at a distorted geometry, with properties calculated with ωB97M-V with the def2-TZVPD basis set.

The total charge is 0. The multiplicity is 1. Its total energy is -57563.6645 eV. The calculation puts the relative energy (zero: lowest compared OMol25 entry of this formula, charge and spin) at 575.2 kJ/mol. The HOMO-LUMO gap is 6.20 eV.

```
96
Properties=species:S:1:pos:R:3:lowdin_charge:R:1
C 0.58562 -3.51549 -5.99753 -0.02
C 0.68899 -4.63153 -4.80243 -0.37
C 1.31203 -6.02817 -5.24614 -0.05
O 1.61072 -4.01848 -3.82210 -0.11
H 1.69627 -3.26207 -6.10526 0.11
H 0.15144 -2.82490 -5.39871 0.00
H -0.16667 -3.87777 -6.72283 0.09
H -0.43545 -4.78893 -4.29127 0.17
H 0.68906 -6.52108 -5.98625 0.08
H 1.54718 -6.60134 -4.43624 0.03
H 2.22034 -5.97197 -5.76973 0.06
H 1.74065 -4.63610 -3.14248 0.03
C 2.99407 -0.81626 -4.05958 -0.05
C 3.60500 0.30998 -3.25848 -0.54
C 3.39315 0.10517 -1.73501 -0.03
O 4.92386 0.39136 -3.40210 0.01
H 3.07610 -0.73856 -5.14841 0.07
H 1.84714 -0.95771 -3.84365 0.10
H 3.85825 -1.49418 -3.96636 0.09
H 3.32517 1.30901 -3.27817 0.11
H 3.57556 -0.91611 -1.41551 0.07
H 2.38649 0.34045 -1.34244 0.08
H 4.01860 0.61852 -1.17195 0.02
H 5.33327 -0.35014 -3.05978 0.06
C -3.40990 0.86478 0.44267 -0.04
C -4.04018 0.79216 1.75561 -0.52
C -4.25819 2.22584 2.47074 -0.03
O -5.26777 0.20384 1.79078 0.02
H -2.51632 1.41445 0.62107 0.03
H -4.11031 1.35039 -0.36972 0.14
H -3.12026 -0.16222 0.05524 0.09
H -3.46058 0.39438 2.42029 0.01
H -3.21961 2.80284 2.37629 0.11
H -4.71627 1.99486 3.50584 0.07
H -4.86152 2.88588 1.87161 0.08
H -5.15488 -0.61889 1.36816 0.08
C 3.22969 -1.23590 3.85525 -0.04
C 3.20302 0.17394 4.56094 -0.47
C 2.07589 1.02099 3.97947 -0.07
O 2.70999 -0.02884 5.87793 -0.11
H 3.45663 -1.10158 2.72939 0.10
H 2.36309 -1.86038 3.99297 0.05
H 4.09940 -1.77298 4.34399 0.09
H 4.12307 0.40460 4.56846 0.06
H 1.15471 0.40584 4.07962 0.05
H 2.19110 1.09393 2.87645 0.07
H 1.84478 1.99184 4.65816 0.13
H 2.80409 0.85240 6.40462 0.14
C -0.28063 2.99422 0.78083 0.00
C -0.99820 4.15041 1.60712 -0.47
C -1.12571 4.08551 3.11589 -0.07
O -0.27731 5.36923 1.28528 -0.15
H 0.50381 2.48354 1.20586 0.03
H -0.52885 3.30545 -0.26038 0.09
H -0.97275 2.08567 0.66032 0.05
H -1.87990 4.16806 1.11381 0.08
H -1.46655 3.15904 3.37767 -0.01
H -1.80922 4.96313 3.61520 0.14
H -0.12867 4.13903 3.70095 0.10
H -0.83278 6.28491 1.66233 0.20
C 0.61292 3.14318 -4.51689 0.07
C -0.14291 4.14796 -3.77662 0.07
C -1.43336 3.67617 -3.05926 -0.44
O -2.17465 4.35960 -2.41795 0.10
C -1.83107 2.25666 -3.37235 0.05
C -0.90343 1.24040 -3.92264 0.02
C 0.32714 1.60941 -4.58400 -0.41
O 1.10665 0.78406 -4.96971 0.08
H 1.48099 3.48329 -5.04259 0.09
H 0.10088 5.19244 -3.65403 0.10
H -2.89095 1.87497 -3.00189 0.15
H -1.27048 0.15726 -3.87243 0.13
C 0.45806 -1.84176 -1.49843 0.01
C 1.39394 -2.79151 -0.96589 0.08
C 1.49233 -2.90910 0.66141 -0.34
O 2.09042 -3.79993 1.24824 0.08
C 0.52962 -2.00137 1.41138 0.10
C -0.40764 -1.09519 0.67178 0.04
C -0.45024 -0.97553 -0.71711 -0.40
O -1.27939 -0.16422 -1.22149 0.03
H 0.57499 -1.75656 -2.53455 0.05
H 2.22724 -3.32375 -1.60346 0.13
H 0.43420 -2.29072 2.49071 0.10
H -1.02706 -0.41037 1.21579 0.09
C -3.58869 -0.81186 3.56047 -0.01
C -2.86936 -2.12528 3.60943 0.13
C -1.57629 -2.14468 4.51316 -0.43
O -0.90958 -3.18551 4.57484 0.05
C -1.12039 -0.92946 5.08046 -0.01
C -1.85642 0.30732 4.93971 0.07
C -3.18950 0.35692 4.26740 -0.33
O -3.79171 1.43879 4.08611 -0.02
H -4.34710 -1.02623 2.99992 0.03
H -3.13906 -3.05523 3.00491 0.13
H -0.37066 -1.01421 5.89117 0.13
H -1.55923 1.21998 5.80609 0.20
```

=====

[4]
Below is 7 unconnected molecules or ions with the total composition C33H53F3N8O2PS at a distorted geometry, with properties calculated with ωB97M-V with the def2-TZVPD basis set.

The total charge is +1. The multiplicity is 1. Its total energy is -79361.6356 eV. The calculation puts the relative energy (zero: lowest compared OMol25 entry of this formula, charge and spin) at 146.0 kJ/mol. The HOMO-LUMO gap is 7.64 eV.

```
101
Properties=species:S:1:pos:R:3:lowdin_charge:R:1
C 1.35833 -1.60785 1.90126 0.10
C 0.48020 -1.30344 2.66807 -0.16
C -0.61910 -0.87432 3.60122 -0.14
C -1.37725 0.23959 2.85563 -0.24
C -1.03965 1.59448 3.00092 0.06
N -1.94477 2.21583 2.15336 0.13
C -2.76269 1.37007 1.53914 -0.31
S -4.03393 1.80240 0.36341 0.78
O -4.04608 0.98136 -0.80870 -0.24
O -3.73415 3.14837 -0.04226 -0.25
C -5.70875 1.87812 1.17219 -0.66
F -6.42437 2.74017 0.47038 0.18
F -5.58321 2.29661 2.43036 0.17
F -6.34782 0.71188 1.11351 0.13
N -2.42949 0.11138 1.99012 -0.14
P -3.10973 -1.49652 1.63562 0.99
C -3.12811 -1.87227 -0.17225 -0.26
C -4.75579 -1.74770 2.44334 -0.26
H 1.98394 -1.57306 1.01699 0.02
H -0.20773 -0.48646 4.55165 0.12
H -1.28015 -1.72626 3.84226 0.10
H -0.27236 2.02677 3.64042 0.16
H -1.92477 3.23148 2.08373 0.19
H -2.36761 -1.29068 -0.72567 0.02
H -2.88497 -2.94478 -0.28515 0.05
H -4.11989 -1.72416 -0.64532 0.05
H -4.88605 -2.79246 2.78670 0.06
H -5.61565 -1.51095 1.79042 0.03
H -4.77078 -1.13552 3.37031 0.05
C 3.31182 -5.85412 2.92541 -0.11
C 2.97607 -5.93435 1.44087 -0.26
C 4.04104 -5.28638 0.55013 -0.19
C 4.16389 -3.85023 0.79366 -0.22
N 4.26459 -2.72536 1.00173 0.15
H 3.37064 -4.81925 3.26679 0.05
H 2.54157 -6.35116 3.51503 0.07
H 4.26723 -6.34029 3.13627 0.08
H 2.00505 -5.46423 1.26506 0.11
H 2.87577 -6.98415 1.15680 0.11
H 3.77889 -5.44616 -0.49821 0.12
H 5.00662 -5.77033 0.71096 0.12
C 4.77616 -2.38626 6.39058 -0.10
C 4.17293 -1.36214 5.43639 -0.25
C 2.64896 -1.26310 5.55115 -0.20
C 1.98511 -2.50979 5.17413 -0.25
N 1.47262 -3.49597 4.88557 0.18
H 4.41198 -3.39339 6.17846 0.07
H 5.86175 -2.40029 6.29187 0.08
H 4.53338 -2.14588 7.42796 0.08
H 4.45398 -1.61393 4.41083 0.11
H 4.60387 -0.38168 5.65114 0.11
H 2.29344 -0.46093 4.89846 0.10
H 2.36833 -0.99027 6.57153 0.12
C 2.02555 -0.18840 -2.89546 -0.09
C 0.56566 -0.59354 -3.06333 -0.25
C -0.41012 0.42733 -2.46829 -0.18
C -0.25667 0.55658 -1.02014 -0.19
N -0.12121 0.66264 0.11646 0.21
H 2.30265 -0.11603 -1.84130 0.07
H 2.67803 -0.92902 -3.35755 0.08
H 2.22133 0.77615 -3.36793 0.05
H 0.40718 -1.57334 -2.60478 0.11
H 0.34901 -0.70417 -4.12768 0.11
H -1.43514 0.11749 -2.68925 0.12
H -0.26668 1.40139 -2.94108 0.12
C 1.61144 5.02817 -2.40295 -0.11
C 1.70286 5.50002 -3.84965 -0.26
C 1.68709 4.34663 -4.85639 -0.19
C 2.84914 3.46979 -4.71155 -0.23
N 3.75817 2.77934 -4.58730 0.16
H 2.46598 4.40527 -2.13079 0.07
H 1.59773 5.88345 -1.72651 0.07
H 0.69848 4.44982 -2.23704 0.07
H 2.60917 6.09554 -3.97831 0.12
H 0.85834 6.15940 -4.06069 0.11
H 1.67635 4.75436 -5.86941 0.12
H 0.76982 3.76425 -4.74098 0.11
C 6.65257 1.08167 -6.68775 -0.12
C 7.52284 1.65779 -5.57802 -0.27
C 8.78179 2.35263 -6.10432 -0.20
C 9.68001 1.42475 -6.79138 -0.24
N 10.37512 0.69384 -7.33928 0.14
H 7.18216 0.31263 -7.25364 0.07
H 5.75753 0.62400 -6.26476 0.06
H 6.33797 1.86303 -7.38306 0.08
H 7.79917 0.85957 -4.88492 0.11
H 6.93502 2.38157 -5.00899 0.10
H 9.31635 2.80775 -5.26760 0.12
H 8.50422 3.16411 -6.78054 0.12
C -9.42707 0.99885 1.32282 -0.11
C -10.56791 0.93664 0.31325 -0.26
C -11.92790 1.27589 0.92837 -0.19
C -12.32395 0.31030 1.95302 -0.24
N -12.62176 -0.44381 2.76537 0.15
H -9.56441 0.27083 2.12516 0.08
H -8.48375 0.77800 0.83511 0.04
H -9.35535 1.99358 1.77043 0.08
H -10.59847 -0.05896 -0.13529 0.11
H -10.36369 1.64177 -0.49573 0.11
H -12.68467 1.28843 0.14122 0.12
H -11.90330 2.27957 1.35820 0.12
```